[1]
One molecule with the formula C5H7N. Source: the Open Molecules 2025 dataset; level of theory: ωB97M-V with the def2-TZVPD basis set.

The value obtained for the largest force on an atom is 0.0341 hartree/bohr. The SMILES is C1=C[C@@H]2CN2C1. For the LUMO energy, the calculation gives 1.220 eV. The value obtained for the gap between HOMO and LUMO is 9.84 eV. For the molecular weight, the calculation gives 81.118 g/mol. For the energy relative to the best compared isomer or geometry (same formula, charge and spin), the calculation gives 198.17 kJ/mol.

Geometry as XYZ:
```
13
Properties=species:S:1:pos:R:3:forces:R:3:nbo_charge:R:1
C 0.60177 -1.18650 -0.18617 -0.5 1.4 -1.0 -0.2643
C 1.46330 0.07758 0.13342 -0.3 -1.2 -0.9 -0.2138
C 0.72816 1.16601 -0.08945 -0.4 -1.0 -0.3 -0.2081
C -0.68700 0.77680 -0.50210 0.9 0.2 1.1 -0.1245
C -1.47473 -0.01217 0.49798 -0.3 0.5 0.0 -0.2601
H 0.44735 -1.75045 0.69358 0.0 -1.0 0.9 0.1961
H 0.96166 -1.83392 -1.01116 0.2 0.5 0.6 0.2082
H 2.53663 -0.02465 0.39760 -1.0 0.4 -0.1 0.2217
H 1.09337 2.16834 -0.04668 0.0 0.5 0.1 0.2179
H -1.25154 1.33676 -1.21296 0.0 0.5 -0.5 0.2076
H -1.07543 -0.13812 1.51634 -0.1 0.2 -0.5 0.1948
H -2.57782 0.09207 0.41995 0.9 -0.6 0.0 0.2036
N -0.76570 -0.67174 -0.61035 0.7 -0.4 0.5 -0.3790
```
Forces are in eV/Å.


[2]
C2H2FeLiO2 as an isolated structure. Source: the Open Molecules 2025 dataset; level of theory: ωB97M-V with the def2-TZVPD basis set.

The value obtained for the largest force on an atom is 0.0697 hartree/bohr. For the LUMO energy (spin up / spin down), the calculation gives -6.232 / -7.226 eV. The value obtained for the gap between HOMO and LUMO (spin up / spin down) is 6.62 / 5.54 eV. For the molecular weight, the calculation gives 120.822 g/mol. As for the total charge: +1. For the energy relative to the best compared isomer or geometry (same formula, charge and spin), the calculation gives 259.27 kJ/mol. Its spin multiplicity is 5.

Geometry as XYZ:
```
8
Properties=species:S:1:pos:R:3:forces:R:3:mulliken_spin:R:1
H 0.91636 1.25811 -0.13764 -1.4 -0.7 -0.1 -0.0117
O -0.06421 -1.65272 -0.21261 1.1 1.5 2.0 0.0446
C 0.33339 -0.66533 0.41225 -1.1 -2.4 -2.4 -0.0719
C -0.15422 0.70491 -0.02214 0.4 2.0 0.1 -0.0077
O -1.01251 0.74310 -1.04539 1.2 -0.7 1.1 0.0307
Li -1.53911 -0.90813 -1.53706 0.2 0.3 0.0 0.0044
Fe 2.03251 -0.65086 1.60847 -0.5 0.0 -0.4 4.0114
H -0.51220 1.17093 0.93413 0.0 0.0 -0.3 0.0002
```
Forces are in eV/Å.


[3]
A 2-piece molecular cluster, C4H8O2 overall. Source: the Open Molecules 2025 dataset; level of theory: ωB97M-V with the def2-TZVPD basis set.

The value obtained for the largest force on an atom is 0.0522 hartree/bohr. For the LUMO energy, the calculation gives 0.758 eV. The value obtained for the gap between HOMO and LUMO is 9.57 eV. For the molecular weight, the calculation gives 88.106 g/mol. For the energy relative to the best compared isomer or geometry (same formula, charge and spin), the calculation gives 467.10 kJ/mol.

Geometry as XYZ:
```
14
Properties=species:S:1:pos:R:3:forces:R:3:nbo_charge:R:1
C 2.28796 -1.00669 -0.10976 -1.0 1.8 0.6 0.4482
C 3.19756 0.20957 0.03078 1.8 -1.6 -0.3 -0.7356
C -2.72256 -1.80263 -0.54527 -1.8 1.5 0.9 -0.7812
C -2.00274 -0.47814 -0.43608 -1.1 -0.5 -0.5 0.2975
O 2.60844 -2.11773 -0.40254 0.1 -0.2 -0.4 -0.5234
O -1.45149 -0.40214 0.71540 0.8 -2.1 1.4 -0.6267
H 3.91016 0.52792 -0.77354 -0.2 -1.4 0.5 0.2395
H 3.71506 -0.27266 0.93052 0.1 1.6 -0.8 0.2486
H 2.74137 1.14658 0.20724 -1.1 0.5 1.0 0.2265
H -3.84006 -1.56138 -0.39644 1.4 0.1 -0.4 0.2584
H -2.53585 -2.39138 0.40643 0.3 -0.5 -1.3 0.1685
H -2.69286 -2.16543 -1.56806 0.4 -0.8 0.3 0.2578
H 1.28008 -0.73905 0.35378 0.4 -0.7 -0.6 0.0954
H -1.48486 -1.36594 1.16870 0.1 2.4 -0.4 0.4266
```
Forces are in eV/Å.


Question: What is the formula in the third record?
Answer: C4H8O2